Formula: C42H89N3O24
Source: OMol25
Level of theory: the ωB97M-V functional and the def2-TZVPD basis

The SMILES is COC(=O)OC.COC(=O)OC.COC(=O)OC.COC(=O)OC.COCCOCCOC.COCCOCCOC.COCCOCCOC.COCCOCCOC.CC#N.CC#N.CC#N. For the HOMO-LUMO gap, the calculation gives 9.0 eV.

Each line ends with the Löwdin charge.
Element x y z (Å)
H -7.55808 -17.45651 13.45713  0.0885
C -8.17794 -9.30901 29.10610  -0.0307
H -12.33661 -13.06672 17.47836  0.0811
C -15.20954 -10.67184 22.16505  -0.0574
H -12.96019 -16.45083 19.71612  0.0689
H -4.57560 -13.08846 17.27113  0.0979
C -8.63666 -14.23046 21.59940  -0.0999
O -8.14266 -10.08158 25.73535  0.0168
C -8.32179 -11.14918 24.82291  -0.0355
H -14.10741 -17.95434 18.61620  0.0613
C -6.71830 -9.20028 15.92404  -0.1821
C -18.80785 -15.52655 15.55333  -0.2313
H -14.01033 -16.23444 12.32735  0.1285
H -8.67564 -13.01590 17.85504  0.1296
H -12.59549 -11.98533 11.43671  0.0944
C -12.01825 -17.63190 11.24237  -0.1368
H -7.13889 -8.83309 19.33399  0.0978
H -11.39028 -18.20246 11.93840  0.0881
H -5.94896 -9.76730 18.31991  0.0778
H -1.13822 -16.61809 21.43339  0.0888
H -7.97313 -15.83858 13.83734  0.0830
H -6.98514 -10.56384 19.55562  0.0824
C -15.26314 -16.75960 16.68307  -0.2240
O -9.23086 -11.08049 27.41557  0.1301
H -9.38451 -15.50356 15.73244  0.1052
H -18.80654 -14.88825 16.44355  0.1207
O -10.63877 -12.92055 19.80757  -0.1476
H -4.63086 -10.75735 16.18621  0.1167
H -8.29103 -12.31352 15.33428  0.0486
C -9.09104 -11.40372 13.51748  -0.2630
O -6.55764 -10.52545 15.41279  -0.1371
H -8.42910 -13.85206 20.59962  0.0882
H -6.01253 -14.09126 17.43095  0.0923
C -5.64413 -13.14715 17.03689  -0.0751
H -11.56770 -11.48558 20.96215  0.1103
O -12.77695 -14.63591 25.88182  0.0124
C -11.37425 -17.52527 18.89235  -0.2714
H -9.22441 -9.52600 29.30368  0.0945
O -11.33810 -16.48657 14.21968  -0.1339
H -9.54747 -16.69618 16.96525  0.1011
C -14.50153 -10.93281 16.50604  -0.0429
O -8.00830 -9.92496 17.91513  -0.2142
H -15.53376 -19.09054 18.26545  0.0936
H -12.98815 -14.88334 12.61180  0.1208
O -7.94335 -9.27336 27.69694  0.0098
H -9.20650 -16.93584 13.10131  0.0797
C -11.84029 -15.56420 25.93851  -0.6490
H -10.88622 -17.86079 26.31001  0.0933
H -11.58813 -12.16631 16.17997  0.0938
H -9.51865 -11.28719 19.28289  0.1060
C -10.98237 -17.02656 15.46635  -0.2067
O -14.01696 -9.80711 14.11522  0.1562
H -8.83024 -11.62794 21.30964  0.1208
N -12.87087 -10.83028 23.29644  0.1658
H -20.91579 -15.06051 13.04264  0.0861
O -9.13393 -13.27263 22.48624  -0.1772
H -19.34105 -17.11570 16.86116  0.1340
O -10.89008 -15.66658 25.22939  0.1392
H -7.93145 -8.29590 29.41452  0.0928
O -10.43257 -13.61336 17.03501  -0.1853
H -16.79215 -17.01127 18.20955  0.1260
C -11.87835 -16.37576 19.64954  -0.0393
H -7.01677 -17.15183 21.09817  0.0852
H -12.42086 -10.41568 11.96676  0.0904
C -8.58215 -12.49968 14.31094  -0.0648
H -12.11735 -18.22738 27.55156  0.0924
H -8.05700 -8.05027 17.07544  0.1325
H -15.22723 -16.30038 15.69021  0.1153
C -13.92404 -10.74885 22.84426  -0.2512
O -13.24372 -11.77468 13.39564  0.0185
H -4.64328 -10.25655 14.58692  0.1345
H -17.93924 -15.15150 14.99412  0.1322
O -14.08199 -11.64892 15.34806  -0.0143
C -12.53457 -13.55518 24.98482  -0.0517
H -11.73910 -16.91516 16.26225  0.0975
H -19.22748 -15.52671 13.06747  0.0923
C -10.91929 -12.36149 21.08111  -0.1786
H -11.65582 -17.91631 10.24940  0.0874
H -14.04487 -10.95583 11.63631  0.1000
H -9.43613 -11.82480 16.87103  0.1008
C -16.69734 -16.68922 17.16481  -0.2110
H -16.00372 -11.30471 22.54889  0.0841
C -11.38091 -17.50324 27.21079  -0.0375
H -5.19098 -12.48487 13.81702  0.1249
H -11.52437 -13.07177 21.64843  0.1247
O -12.07431 -16.26166 11.50704  -0.1493
H -8.10091 -10.86207 23.80182  0.0828
C -11.68952 -13.17959 16.59283  -0.0921
H -5.84585 -8.79031 16.44530  0.1190
C -6.91733 -9.77240 18.81309  -0.0775
C -5.03286 -12.37013 14.88945  -0.2187
H -13.00922 -18.11690 11.24125  0.0936
H -6.82999 -8.60521 15.00740  0.1388
H -13.11933 -12.69748 25.29398  0.0755
O -12.13809 -16.32731 26.97534  0.0076
C -18.76062 -16.98673 15.93616  -0.1693
H -1.90497 -18.07702 22.18914  0.0952
H -7.70608 -12.87762 13.76946  0.0829
C -6.42369 -17.46197 20.22674  -0.0527
O -8.65755 -17.31709 15.11729  -0.1716
O -4.55039 -18.06711 22.07527  0.1394
O -20.01369 -15.12176 14.93553  -0.1807
H -6.49771 -18.54571 20.31269  0.1009
C -10.25352 -11.97779 18.84571  -0.2150
N -11.13290 -18.47573 18.28340  0.1730
H -14.07547 -9.93229 16.62451  0.0985
H -9.45898 -14.95277 21.48365  0.0786
H -7.52489 -11.87776 25.01123  0.1092
H -15.57031 -10.78553 16.61348  0.0937
O -14.76887 -18.06510 16.64976  -0.1663
H -13.90842 -19.48365 17.84943  0.0877
H -11.30405 -16.29866 20.56494  0.0724
C -5.22717 -10.90567 15.26328  -0.2321
H -14.04256 -11.51799 17.30583  0.0764
C -8.39538 -16.85590 13.82530  -0.1098
H -10.93087 -18.12950 15.44489  0.1318
H -19.22241 -17.60940 15.17683  0.1196
C -13.10126 -11.26908 12.08445  -0.0551
C -12.67939 -16.67238 13.86277  -0.2048
C -20.17679 -15.60979 13.61582  -0.1033
H -2.35828 -16.31928 22.62582  0.1016
C -9.64380 -12.10431 21.86433  -0.1945
C -12.96314 -15.97164 12.55758  -0.2066
H -7.51820 -10.00547 29.61907  0.0979
H -11.04974 -11.25652 18.58375  0.1319
H -9.17878 -13.41769 14.34636  0.0825
C -9.65804 -12.59959 17.61408  -0.2032
H -11.48306 -13.26940 24.97521  0.0881
H -12.86680 -17.73940 13.69769  0.1280
H -13.32562 -16.28537 14.65501  0.1074
O -3.06736 -16.91795 20.85782  -0.0059
C -9.58442 -16.57390 15.88186  -0.1862
H -3.96390 -12.57080 15.06256  0.1278
C -4.26894 -17.36876 21.15108  -0.6510
H -12.81902 -13.86487 23.97743  0.0874
H -17.00108 -15.63807 17.16162  0.1124
H -15.57698 -9.64654 22.15498  0.0856
C -2.03010 -17.04736 21.87938  0.0003
C -8.51996 -10.21805 26.98540  -0.6532
H -8.82529 -9.38004 16.16548  0.1263
H -11.70794 -15.47542 19.04659  0.0747
O -17.48415 -17.47709 16.30826  -0.1170
O -5.80244 -13.25290 15.63338  -0.1874
H -14.58383 -16.11611 17.27080  0.1238
C -7.96325 -9.10553 16.77393  -0.1922
N -9.51889 -10.51908 12.93144  0.1382
H -9.96704 -11.52404 22.73021  0.0995
C -13.74758 -10.94748 14.27079  -0.6661
H -7.87669 -14.91688 21.97362  0.0817
H -20.42834 -16.67258 13.67202  0.0786
H -9.28920 -11.62391 24.95422  0.0868
C -14.59836 -18.63977 17.92282  -0.1041
H -15.00929 -10.96806 21.13179  0.0818
H -10.64067 -17.36016 27.99592  0.0953
H -6.93081 -17.05993 19.35719  0.0914
H -12.17663 -13.83855 15.88084  0.0941
H -6.21690 -12.29523 17.40940  0.0739
O -5.12523 -16.90798 20.23992  0.0060

Formula: C4H7NO
Source: OMol25
Level of theory: the ωB97M-V functional and the def2-TZVPD basis

Its energy relative to the best compared isomer or geometry (same formula, charge and spin) is 538.8 kJ/mol. For the HOMO-LUMO gap, the calculation gives 8.5 eV.

Each line ends with the Löwdin charge.
Element x y z (Å)
H -1.45840 2.12722 -0.77025  0.0986
N -0.82046 0.22001 0.05995  -0.2209
C -0.74010 1.31371 -0.91749  -0.0756
C -0.53251 -0.07438 1.29938  -0.0144
O 2.29546 -1.66924 1.01381  -0.0196
H 1.97457 0.08748 0.04887  0.0838
H -0.11298 0.68606 1.94199  0.0779
C 1.72353 -0.98416 0.20282  -0.2038
H -1.69475 -0.82486 -1.69572  0.0990
H 0.27063 1.65095 -1.17103  0.0937
H -0.71991 -1.08346 1.64338  0.0817
H 0.94703 -1.37245 -0.48693  0.0695
C -1.13212 -0.07688 -1.16877  -0.0701

Formula: C5H14O2
Source: OMol25
Level of theory: the ωB97M-V functional and the def2-TZVPD basis

Its energy relative to the best compared isomer or geometry (same formula, charge and spin) is 151.9 kJ/mol. As for the charge: +1. Its spin multiplicity is 2. For the HOMO-LUMO gap (spin up / spin down), the calculation gives 9.1 / 5.5 eV.

Each line ends with the Mulliken spin population.
Element x y z (Å)
H -0.18790 3.22996 0.82294  0.0077
H -1.86979 1.25144 1.89410  0.0479
C -1.98821 -0.80106 1.20839  0.0202
H 1.16122 -0.81980 -4.12349  0.0000
H -3.87517 0.26225 1.06254  -0.0059
H -2.06516 -1.27652 2.23097  0.0760
H 1.76833 0.56846 -4.48955  0.0000
H -1.38715 -1.40802 0.49453  -0.0100
H 0.44210 0.12457 0.75800  0.0446
C -1.26759 0.46572 1.38661  0.3224
H 5.62358 -2.99743 -0.49177  0.0000
C 0.33277 2.35188 0.42597  0.0354
H -3.13250 -0.29584 -0.38712  -0.0015
H 5.60049 -2.19581 0.90079  0.0000
H 1.39214 2.33526 0.52538  0.0132
C -3.41742 -0.61344 0.59509  0.0514
H -3.97754 -1.51492 0.77324  0.0003
O 1.30667 0.05892 -3.74231  -0.0001
O 5.52591 -2.15766 -0.05176  0.0000
H 0.15577 2.39556 -0.65919  0.0493
C -0.14056 1.03649 0.86665  0.3494

Number 1: maximum force 2.36 eV/A, calculated total energy -3623.39033 hartree. Number 2: maximum force 0.41 eV/A, calculated total energy -286.42642 hartree. Number 3: maximum force 4.99 eV/A, calculated total energy -348.99521 hartree.